# 1
107
Properties=species:S:1:pos:R:3 method="wB97M-V/def2-TZVPD" multiplicity=1 homo_lumo_gap_ev=5.01 homo_ev=-12.050 charge=+2 mol_weight_g_mol=758.77 de_lowest_kcal_mol=25.7
Na -2.66332 3.05248 3.58685
Na -2.49826 2.67301 -3.05480
Na -5.58319 0.54769 0.77940
C -0.88940 0.47424 1.21410
F -1.36800 -0.63443 0.53604
F -1.11221 0.43429 2.57163
F 0.42310 0.71109 0.98702
S -1.93728 1.91699 0.48582
O -1.59244 3.01844 1.39415
O -1.43571 2.14679 -0.90751
O -3.36053 1.58949 0.62897
C -3.57058 4.50710 -0.52451
O -3.04164 4.64442 -1.83521
C -2.10943 5.72145 -2.02790
C -1.49774 5.52028 -3.45327
O -0.77214 4.29223 -3.72108
C 0.30110 3.98561 -2.86554
H -4.41566 5.19486 -0.49398
H -2.97183 4.61677 0.37969
H -4.14259 3.57927 -0.53079
H -1.38037 5.58783 -1.22870
H -2.68512 6.63975 -1.91210
H -0.81914 6.37133 -3.51085
H -2.25030 5.59924 -4.23782
H -0.07638 3.90046 -1.84654
H 1.03057 4.78586 -2.99027
H 0.87115 3.07014 -3.02383
C -2.09433 -2.98071 2.43363
O -2.26854 -4.32190 2.91812
C -3.45151 -4.46515 3.66404
C -3.71758 -5.90461 4.20949
O -2.67979 -6.21627 5.13068
C -2.72331 -7.52729 5.73071
H -1.33315 -2.81831 1.67053
H -1.67732 -2.35125 3.21976
H -3.04717 -2.60784 2.05790
H -4.27096 -4.18606 3.00168
H -3.48874 -3.66938 4.40798
H -3.48734 -6.63215 3.43118
H -4.73047 -5.97762 4.60548
H -3.49539 -7.52297 6.50011
H -1.76051 -7.86598 6.11335
H -2.98069 -8.17604 4.89346
C 3.38047 -1.12966 -4.66484
O 4.10593 -1.21847 -3.49046
C 4.09348 -2.54664 -3.00630
C 2.83512 -3.11753 -2.26327
O 2.32990 -2.12561 -1.33015
C 1.23685 -2.58147 -0.63347
H 3.44665 -0.08866 -4.98111
H 2.32202 -1.38580 -4.61824
H 3.82739 -1.80125 -5.39787
H 4.92052 -2.48122 -2.29932
H 4.68152 -3.21778 -3.63230
H 2.95345 -4.08198 -1.76938
H 2.15131 -3.37969 -3.07059
H 0.66028 -1.75109 -0.22586
H 1.64300 -3.26394 0.11311
H 0.45281 -3.14603 -1.13810
C 1.43775 0.02054 4.38705
O 0.92925 -1.24139 4.88212
C -0.37909 -1.14335 5.45497
C -0.65416 -2.53962 5.97940
O 0.41215 -2.83398 6.92386
C 0.03338 -3.80897 7.83345
H 2.51539 -0.11829 4.30027
H 1.29748 0.90009 5.01539
H 1.16328 0.38109 3.39570
H -1.03904 -0.85911 4.63534
H -0.34744 -0.49541 6.33091
H -0.65201 -3.25130 5.15381
H -1.62365 -2.55538 6.47735
H 0.74154 -3.74184 8.65935
H 0.10636 -4.79431 7.37315
H -0.99438 -3.80507 8.19650
C 4.67151 4.18287 -1.22192
O 3.45824 3.48205 -1.27040
C 3.36889 2.27407 -0.53758
C 4.21287 1.06162 -1.06523
O 5.64301 1.19089 -1.05711
C 6.28524 1.04469 0.28212
H 4.70782 5.01754 -1.92200
H 5.39466 3.54584 -1.73118
H 5.03451 4.47365 -0.23613
H 2.33898 1.92561 -0.46046
H 3.72656 2.44343 0.47805
H 4.11167 0.96791 -2.14646
H 3.89436 0.06879 -0.74752
H 6.16306 0.01865 0.62910
H 5.95526 1.78853 1.00732
H 7.33806 1.25784 0.09707
C 0.15240 0.22959 -3.24778
O -1.02465 0.88833 -3.82329
C -1.01790 0.69421 -5.24572
C -2.33211 1.12077 -5.90786
O -2.60247 2.52674 -5.49024
C -3.68140 3.25420 -6.07263
H 0.26071 -0.84832 -3.36813
H 0.06569 0.32414 -2.16536
H 1.10728 0.70307 -3.47608
H -0.75347 -0.32311 -5.53425
H -0.29928 1.39325 -5.67353
H -3.07308 0.47079 -5.44247
H -2.29826 0.93037 -6.98057
H -4.59504 3.28115 -5.47880
H -4.01802 2.78165 -6.99538
H -3.42810 4.30954 -6.17363

# 2
98
Properties=species:S:1:pos:R:3 method="wB97M-V/def2-TZVPD" multiplicity=1 homo_lumo_gap_ev=9.23 smiles="CCCCCCC[C@@H]1OS(=O)(=O)O[C@H]1P(=N)(O)O.CCOCC.CCOCC.CCOCC.CCOCC" homo_ev=-9.364 mol_weight_g_mol=597.79
C 4.56982 1.64719 -3.50370
C 4.53447 1.47024 -1.98434
C 3.97780 0.13657 -1.48465
C 4.72539 -1.13444 -1.90923
C 4.48958 -1.71351 -3.31220
C 3.16363 -2.46290 -3.49092
C 1.91924 -1.56162 -3.64103
C 0.88324 -1.64180 -2.52756
O 0.87702 -2.94886 -1.88973
S -0.55002 -3.30087 -1.30108
O -1.02539 -4.48270 -1.92800
O -0.53301 -3.18639 0.11331
O -1.31571 -2.03302 -1.88695
C -0.56142 -1.50515 -3.00369
P -1.08478 0.22530 -3.36830
N -1.36889 0.53396 -4.83993
O 0.07551 1.15640 -2.74916
O -2.27614 0.45041 -2.32118
H 3.62045 1.37589 -3.96972
H 5.36963 1.04800 -3.94132
H 4.78387 2.68863 -3.75014
H 5.52837 1.66981 -1.57463
H 3.88874 2.25827 -1.58143
H 2.91587 0.07973 -1.73087
H 4.01745 0.16906 -0.39067
H 5.79578 -0.96045 -1.76027
H 4.45267 -1.92889 -1.20474
H 5.28876 -2.43676 -3.49824
H 4.58413 -0.95670 -4.09311
H 3.03733 -3.16798 -2.66909
H 3.24142 -3.07163 -4.39298
H 1.42125 -1.76572 -4.59184
H 2.23463 -0.51868 -3.69011
H 1.07965 -0.91731 -1.73705
H -0.73851 -2.15013 -3.86770
H -1.24862 -0.24955 -5.46750
H -0.01108 1.31906 -1.79803
H -2.45426 1.38806 -2.15135
C 3.97709 7.90204 -2.54393
C 3.74515 6.40562 -2.66616
O 4.88842 5.61882 -2.38254
C 5.41832 5.74878 -1.07359
C 4.44183 5.35545 0.02129
H 4.82632 8.20791 -3.15633
H 3.09169 8.44123 -2.88309
H 4.17314 8.20428 -1.51418
H 3.48478 6.15484 -3.69483
H 2.90002 6.10070 -2.03806
H 5.79297 6.76547 -0.90725
H 6.28314 5.08481 -1.05175
H 3.58885 6.03211 0.07655
H 4.93150 5.37161 0.99531
H 4.05612 4.35085 -0.15931
C 2.72784 7.75042 3.70883
C 1.87885 7.17333 2.58930
O 2.01269 5.77242 2.42640
C 1.63935 4.98046 3.54104
C 0.18501 5.13374 3.95151
H 3.77335 7.46708 3.57924
H 2.65902 8.83881 3.70034
H 2.40124 7.40765 4.69138
H 2.19368 7.59484 1.63357
H 0.82695 7.44818 2.72814
H 2.29796 5.17992 4.39402
H 1.82926 3.95397 3.22640
H -0.03053 6.13044 4.33854
H -0.05345 4.41697 4.73802
H -0.47355 4.94932 3.10158
C -3.15138 -8.16207 3.15664
C -3.61798 -6.78113 3.58593
O -2.61288 -5.78711 3.53095
C -2.04868 -5.54843 2.24927
C -3.05398 -5.09451 1.20826
H -2.27220 -8.46193 3.72861
H -3.94477 -8.89037 3.33035
H -2.89660 -8.19758 2.09669
H -3.93018 -6.80460 4.63062
H -4.49363 -6.47987 2.99769
H -1.50812 -6.43349 1.89433
H -1.30772 -4.76620 2.40998
H -3.77777 -5.87541 0.96687
H -2.53330 -4.82436 0.29151
H -3.60276 -4.22401 1.57105
C -6.76377 -3.23468 2.12545
C -7.18216 -4.19127 3.22839
O -8.56688 -4.16137 3.52872
C -9.43437 -4.50816 2.46445
C -9.22943 -5.91579 1.93030
H -7.08803 -2.21818 2.35298
H -5.67791 -3.24090 2.02942
H -7.18133 -3.51474 1.15713
H -6.68824 -3.91971 4.16140
H -6.86222 -5.21135 2.98482
H -9.35754 -3.77898 1.64940
H -10.43693 -4.41375 2.88234
H -8.26187 -6.03297 1.44038
H -10.00081 -6.14686 1.19460
H -9.29149 -6.64385 2.74027

# 3
112
Properties=species:S:1:pos:R:3 method="wB97M-V/def2-TZVPD" multiplicity=3 homo_lumo_gap_ev="6.30 / 6.31" homo_ev="-10.250 / -10.251" charge=+1 mol_weight_g_mol=823.87
O -2.81968 0.08510 -1.41228
V -1.83125 1.27000 -1.11801
C 2.04336 3.21990 7.23642
C 0.93885 2.11418 7.10970
C -0.43393 2.74975 6.67817
C -0.24232 3.80556 5.53115
N -1.61311 4.13857 4.74547
C -1.34917 4.85469 3.38588
C -1.59385 6.32697 3.55322
C -2.75032 6.33952 4.44513
C -2.32374 5.32377 5.50606
C -2.47905 2.90081 4.53568
H 1.60511 3.87639 7.98812
H 2.45455 3.86329 6.45856
H 2.96096 2.76806 7.61317
H 0.89082 1.64010 8.09003
H 1.32823 1.44615 6.34145
H -0.90084 3.28981 7.50184
H -1.09025 1.89043 6.54069
H 0.40051 3.28783 4.81924
H 0.26994 4.70104 5.88301
H -1.95929 4.44838 2.57918
H -0.33226 4.63255 3.06238
H -1.76677 6.73036 2.55549
H -0.76169 6.89863 3.96410
H -3.66558 6.21225 3.86702
H -2.90135 7.30917 4.91955
H -3.09825 4.78211 6.04906
H -1.63146 5.93346 6.08670
H -2.89340 2.58497 5.49311
H -1.95715 2.06522 4.06929
H -3.41725 3.06629 4.00605
N -0.72668 0.24864 0.20832
S 0.49483 0.59019 1.15450
O 1.73901 0.91970 0.45089
O 0.57246 0.14399 2.53204
F 0.03493 2.05420 1.64873
S -0.02172 -1.31936 0.09599
O -0.29008 -2.13516 1.23754
O 1.12690 -1.64058 -0.71314
F -1.22012 -1.86261 -0.79382
C 4.71721 1.93766 -1.18295
C 4.71471 2.21409 0.32962
O 4.42992 1.07268 1.14544
H 4.03983 1.20740 -1.62565
H 5.72040 1.88060 -1.60539
H 4.28853 2.88280 -1.51616
H 4.00217 3.01935 0.50834
H 5.70847 2.61519 0.52873
H 3.76980 0.65487 0.58752
C 1.34105 -5.85062 -7.43844
O 0.32490 -5.39527 -6.56008
C -0.95285 -5.89895 -6.88764
C -1.94116 -5.35922 -5.81612
N -1.78279 -6.06105 -4.53116
C -2.57992 -5.27278 -3.54436
C -2.32989 -5.82946 -2.05094
O -1.04518 -5.51917 -1.55577
C -0.91958 -5.10280 -0.22735
H 1.59152 -5.17802 -8.25879
H 1.12880 -6.84159 -7.83972
H 2.18829 -6.24043 -6.87421
H -0.81272 -6.97218 -6.75865
H -1.40189 -5.62581 -7.84255
H -2.92488 -5.35536 -6.28557
H -1.61867 -4.32130 -5.73353
H -0.80714 -6.00911 -4.27521
H -3.61110 -5.44613 -3.85212
H -2.20057 -4.25414 -3.46331
H -2.35569 -6.90770 -1.89333
H -3.07794 -5.30823 -1.45359
H 0.07687 -4.97369 0.19517
H -1.33964 -5.87552 0.41652
H -1.52159 -4.19953 -0.12845
C -0.23701 3.90071 -0.59163
O -0.07449 2.69315 -1.27273
C 0.70858 2.66282 -2.46042
C 0.85988 1.17351 -3.05900
N -0.39778 0.49925 -3.24507
C -0.21715 -0.81542 -3.69286
C -0.01445 -1.07877 -5.20385
O 1.28711 -0.59140 -5.57421
C 1.73320 -0.80267 -6.95637
H 0.74037 4.22269 -0.23225
H -0.84904 3.91944 0.31014
H -0.59472 4.53568 -1.40216
H 1.63827 3.17538 -2.21330
H 0.22709 3.24443 -3.24656
H 1.59042 0.67177 -2.42445
H 1.33224 1.45140 -4.00121
H -0.88815 0.95641 -4.00049
H -1.09705 -1.43777 -3.52989
H 0.57893 -1.42042 -3.25889
H -0.70261 -0.42233 -5.73642
H -0.01905 -2.11923 -5.52869
H 2.07959 -1.81551 -7.16192
H 2.58405 -0.16798 -7.20400
H 0.98515 -0.60916 -7.72519
C 3.30646 -3.06707 1.59675
N 4.44215 -2.79231 0.74848
O 5.48302 -3.29405 1.18142
O 4.19346 -2.29065 -0.33100
H 3.77927 -3.11790 2.57756
H 3.06402 -4.11731 1.43455
H 2.42928 -2.42031 1.61539
C -3.33997 -0.98548 2.53464
N -3.41954 -0.76373 3.98296
O -2.68533 -1.42790 4.71393
O -4.16186 0.19888 4.36520
H -3.28838 -2.05748 2.34427
H -2.47087 -0.46514 2.13212
H -4.19378 -0.46670 2.09877

# 4
102
Properties=species:S:1:pos:R:3 method="wB97M-V/def2-TZVPD" multiplicity=1 homo_lumo_gap_ev=7.14 homo_ev=-5.360 charge=-1 mol_weight_g_mol=667.80
C 5.63072 -0.25438 0.57519
C 5.43549 -0.29020 2.22977
Cl 4.08361 -1.57968 2.51958
C 4.79668 1.12865 2.80000
Cl 3.02949 1.17298 2.23879
Al 5.92248 2.75482 2.24812
C 5.32192 4.53982 3.06494
C 4.68261 5.47374 1.83932
C 3.25319 4.89954 1.26408
S 1.77453 5.28264 2.37977
C 0.28268 4.62060 1.40902
S -0.02354 5.44358 -0.08668
N -0.61424 3.48858 1.85814
C -0.26293 2.96328 3.23202
C -1.04908 1.53790 3.61598
O -2.09856 1.17549 2.65066
C -1.50713 1.04832 1.28219
C -0.67637 2.39400 0.81008
H 5.70409 -1.38553 0.23582
H 4.68202 0.19352 0.02018
H 6.64175 0.26444 0.25487
H 6.43909 -0.57460 2.76738
H 4.80081 1.06627 3.96859
H 6.06428 2.94401 0.67260
H 7.40946 2.47248 2.80556
H 4.61335 4.45282 3.99507
H 6.30852 5.11789 3.40455
H 5.45022 5.46664 0.94132
H 4.61681 6.58376 2.22492
H 3.03548 5.43507 0.22890
H 3.27841 3.73059 1.02632
H 0.89102 2.69781 3.32122
H -0.46141 3.75154 4.10458
H -0.26452 0.64085 3.62700
H -1.48221 1.62987 4.70126
H -2.41627 0.87106 0.56049
H -0.76240 0.14689 1.20205
H -1.25601 2.82218 -0.13583
H 0.43606 2.14984 0.47071
C -5.45332 1.72467 -0.44309
C -4.93208 1.94625 -1.84790
O -4.43093 3.26863 -1.97626
H -6.24748 2.44150 -0.20977
H -5.84753 0.71101 -0.32870
H -4.65846 1.87910 0.29390
H -5.73444 1.81255 -2.57941
H -4.12880 1.24170 -2.08410
H -3.71338 3.37439 -1.32838
C -4.77871 -2.16782 -4.78554
C -4.91513 -0.86796 -4.02002
O -3.66131 -0.20374 -3.96488
H -4.03963 -2.81973 -4.30831
H -5.73590 -2.69460 -4.83339
H -4.42738 -1.98159 -5.80568
H -5.24515 -1.06029 -2.99489
H -5.64293 -0.20539 -4.49829
H -3.38114 -0.02993 -4.87982
C 7.61524 -0.13162 6.88777
C 7.87466 0.04615 5.40609
O 6.99171 1.02202 4.87282
H 6.57938 -0.44039 7.06275
H 8.28493 -0.88415 7.31346
H 7.76062 0.81267 7.42255
H 7.70695 -0.89410 4.87262
H 8.90471 0.36737 5.22380
H 7.15452 1.85519 5.34731
C -3.75352 -1.78486 4.24216
C -4.29140 -2.42686 2.98010
O -4.82639 -1.43181 2.11989
H -4.54594 -1.23773 4.76340
H -3.34135 -2.53913 4.91830
H -2.96932 -1.05896 4.00363
H -5.08961 -3.13505 3.22115
H -3.50207 -2.96506 2.44649
H -4.10770 -0.81284 1.90497
C -1.12178 -3.21056 -7.03176
C -2.52607 -3.59462 -7.44976
O -3.24786 -2.43754 -7.84532
H -1.14899 -2.49497 -6.20341
H -0.55322 -4.09103 -6.71949
H -0.59180 -2.72290 -7.85645
H -3.05929 -4.06152 -6.61642
H -2.50747 -4.30002 -8.28612
H -2.77080 -2.03515 -8.59119
C 1.09107 -0.07990 -5.34757
C 2.26287 -0.72736 -6.05605
O 1.87447 -1.14019 -7.35798
H 0.25140 -0.77892 -5.27482
H 1.37265 0.24013 -4.34044
H 0.73309 0.79059 -5.90694
H 2.60327 -1.60926 -5.50544
H 3.10190 -0.03046 -6.14421
H 1.58198 -0.34866 -7.84146
C -4.98476 -6.36800 1.91248
C -4.72534 -6.19024 0.43080
O -5.60829 -5.21436 -0.10247
H -6.02062 -6.67678 2.08746
H -4.31507 -7.12053 2.33817
H -4.83938 -5.42372 2.44726
H -4.89305 -7.13049 -0.10267
H -3.69529 -5.86902 0.24851
H -5.44548 -4.38120 0.37202